Entry w
Below is a gas-phase ion, C6H17N2 (charge +1), with properties calculated with ωB97M-V with the def2-TZVPD basis set.

```
25
C6H17N2 | the OMol25 dataset | ωB97M-V with the def2-TZVPD basis set
C -0.8339 2.4914 -0.9440
C -0.1764 1.9394 0.3786
C 1.4298 2.2989 0.2854
C -0.5329 0.5280 0.8253
N 0.1890 -0.5006 0.0195
C 0.2484 -1.8406 0.8579
C -0.5566 -2.9222 0.0802
N -0.0912 -2.8498 -1.3158
H -0.4161 1.7902 -1.6871
H -1.9116 2.4177 -0.9408
H -0.3227 3.4180 -1.1027
H -0.4871 2.5679 1.2232
H 1.8312 2.4283 1.3233
H 1.5526 3.2100 -0.3086
H 1.8462 1.4208 -0.1936
H -0.3358 0.4263 1.9010
H -1.6178 0.3533 0.7462
H -0.1795 -0.7978 -0.8918
H 1.1623 -0.2175 -0.0575
H 1.3484 -1.8744 1.0166
H -0.2287 -1.6757 1.8005
H -1.6115 -2.6983 0.1158
H -0.2327 -3.9451 0.4634
H -0.8924 -2.8607 -1.9228
H 0.8189 -3.1075 -1.6724
```

- SMILES = CC(C)C[NH2+]CCN
- frontier orbital gap (eV) = 10.69
- HOMO level (eV) = -13.5
- total charge = +1

=====

Entry x
Below is 2 unconnected molecules or ions with the total composition C6H17N2, with properties calculated with ωB97M-V with the def2-TZVPD basis set.

```
25
C6H17N2 | the OMol25 dataset | ωB97M-V with the def2-TZVPD basis set
C -0.1081 1.2281 0.2026
N -0.3048 1.0990 1.6133
C -1.3304 0.0818 1.9359
C -1.2299 -0.2931 3.4017
C 0.4293 -0.0849 -0.3840
N -0.5736 -0.8006 -0.8844
C 2.2415 -0.8953 -2.1335
C 1.4720 0.2634 -1.5660
H 0.5854 2.0462 0.0116
H -1.0772 1.4417 -0.2620
H 0.5883 0.8441 2.0444
H -1.1070 -0.7832 1.2621
H -2.2364 0.5951 1.6238
H -1.2145 0.5924 4.0276
H -2.0497 -0.9598 3.6714
H -0.2930 -0.8281 3.5413
H 0.9810 -0.6504 0.3974
H -2.4446 0.3252 -3.9570
H -0.1190 -1.6869 -1.1678
H -2.4773 0.3984 -3.2071
H 3.0202 -0.6611 -2.8534
H 2.6135 -1.5139 -1.3147
H 1.5881 -1.5776 -2.6830
H 0.8694 0.8721 -2.2214
H 2.1767 0.9475 -1.0986
```

- frontier orbital gap (eV) = 6.11
- HOMO level (eV) = -14.0
- total charge = +1

=====

Least stable structure: entry x

=====

Entry w
Below is 2 unconnected molecules or ions with the total composition C5H9N2, with properties calculated with ωB97M-V with the def2-TZVPD basis set.

```
16
C5H9N2 | the OMol25 dataset | ωB97M-V with the def2-TZVPD basis set
C -2.2433 0.9813 0.0192
C -2.4987 -0.3390 -0.1040
C -0.3385 -0.1390 0.2308
C 2.0364 0.4048 -0.3648
C 1.0872 -0.4769 0.4478
N -0.8850 1.0774 0.2247
N -1.3321 -1.0176 0.0234
H -2.8861 1.8325 -0.0345
H -5.0255 -1.4932 -0.2819
H 3.0621 0.1518 -0.1105
H 1.8909 1.4608 -0.1490
H 1.9029 0.2433 -1.4324
H 1.3159 -0.3624 1.5120
H 1.2463 -1.5230 0.1873
H -0.3887 1.9455 0.3679
H -1.2321 -2.0210 -0.0373
```

- multiplicity = 3
- frontier orbital gap (spin up / spin down) (eV) = 10.75 / 8.01
- HOMO level (spin up / spin down) (eV) = -13.9 / -14.3
- total charge = +1

=====

Entry x
Below is a gas-phase ion, C5H9N2 (charge +1), with properties calculated with ωB97M-V with the def2-TZVPD basis set.

```
16
C5H9N2 | the OMol25 dataset | ωB97M-V with the def2-TZVPD basis set
C 1.0185 1.4656 0.2239
C 0.5077 -1.4612 -0.1666
C 1.9105 0.3748 0.3983
C -1.0946 0.4178 -0.5473
C -2.1666 0.1091 0.4458
N 1.6180 -0.8363 -0.1753
N -0.1261 1.1991 -0.3443
H 1.1068 2.5622 0.3037
H -0.1405 -1.2357 0.5738
H 0.4702 -2.2131 -0.8266
H 2.8785 0.4409 0.6679
H -1.4074 0.2512 -1.5463
H -1.5965 0.1999 1.3122
H -2.4759 -0.9022 0.0961
H -2.7717 0.9730 0.3532
H 2.2691 -1.3452 -0.7685
```

- multiplicity = 3
- frontier orbital gap (spin up / spin down) (eV) = 7.04 / 9.38
- HOMO level (spin up / spin down) (eV) = -10.8 / -15.9
- total charge = +1

=====

Least stable structure: entry x

=====

Entry w
Below is C3H4O3 in the gas phase, with properties calculated with ωB97M-V with the def2-TZVPD basis set.

```
10
C3H4O3 | the OMol25 dataset | ωB97M-V with the def2-TZVPD basis set
O 0.3880 -0.3434 1.8562
C -0.4666 0.3498 1.3684
C -0.7215 0.4133 -0.1262
O -0.2499 -0.7744 -0.7385
C 1.0551 -0.7827 -1.0628
O 1.7902 0.1650 -1.0291
H -1.1256 0.9877 1.9915
H -1.7917 0.4858 -0.3383
H -0.2087 1.2941 -0.5339
H 1.3307 -1.7953 -1.3872
```

- SMILES = O=CCOC=O
- frontier orbital gap (eV) = 11.19
- HOMO level (eV) = -10.4
- total charge = 0

=====

Entry x
Below is C3H4O3 in the gas phase, with properties calculated with ωB97M-V with the def2-TZVPD basis set.

```
10
C3H4O3 | the OMol25 dataset | ωB97M-V with the def2-TZVPD basis set
O 1.3432 -1.2956 -0.1771
C 1.5080 -0.2107 0.4000
C 0.4395 0.8777 0.0654
O -0.4932 0.1650 -0.7801
C -1.6525 -0.4664 -0.4097
O -2.0876 -0.4878 0.8077
H 2.3247 -0.1768 1.0890
H 0.8728 1.5396 -0.5918
H -0.2049 1.1850 0.9425
H -2.0499 -1.1299 -1.3459
```

- SMILES = O=CCOC=O
- frontier orbital gap (eV) = 11.13
- HOMO level (eV) = -10.4
- total charge = 0

=====

Entry y
Below is C3H4O3 in the gas phase, with properties calculated with ωB97M-V with the def2-TZVPD basis set.

```
10
C3H4O3 | the OMol25 dataset | ωB97M-V with the def2-TZVPD basis set
O 1.8388 -0.4154 1.0443
C 0.7184 -0.5480 0.6379
C 0.1459 0.1642 -0.5767
O 0.0327 -0.7764 -1.6250
C -0.9932 0.9882 0.2496
O -0.7183 0.9724 1.4309
H -0.0143 -1.2832 1.0524
H 0.8457 0.9194 -0.9533
H -0.0086 -1.6814 -1.2731
H -1.8472 1.6602 0.0130
```

- SMILES = O=CC(O)C=O
- frontier orbital gap (eV) = 9.95
- HOMO level (eV) = -9.8
- total charge = 0

=====

Entry z
Below is C3H4O3 in the gas phase, with properties calculated with ωB97M-V with the def2-TZVPD basis set.

```
10
C3H4O3 | the OMol25 dataset | ωB97M-V with the def2-TZVPD basis set
O 2.1694 -0.8406 -0.3222
C 1.0021 -1.0317 -0.0578
C 0.0545 0.2190 0.2676
O 0.6658 1.3479 -0.2250
C -1.3187 0.0315 -0.3376
O -1.9945 -0.9359 -0.1206
H 0.5630 -2.0577 0.1851
H 0.0728 0.2226 1.3831
H 0.3721 2.1154 0.2535
H -1.5865 0.9296 -1.0261
```

- SMILES = O=CC(O)C=O
- frontier orbital gap (eV) = 10.35
- HOMO level (eV) = -10.0
- total charge = 0

=====

Least stable structure: entry y

=====

Entry w
Below is C3H4O3 in the gas phase, with properties calculated with ωB97M-V with the def2-TZVPD basis set.

```
10
C3H4O3 | the OMol25 dataset | ωB97M-V with the def2-TZVPD basis set
C 1.4753 0.4645 -0.1365
C 0.4173 -0.3584 -0.0804
O 0.6471 -1.7078 0.0370
C -1.0022 0.0618 -0.0530
O -1.9129 -0.7211 -0.0824
O -1.2122 1.3468 0.0406
H 2.3337 -0.0063 0.2460
H 1.5787 1.5447 -0.1494
H -0.1882 -2.1601 -0.0606
H -2.1365 1.5360 0.2386
```

- SMILES = C=C(O)C(=O)O
- frontier orbital gap (eV) = 9.98
- HOMO level (eV) = -9.5
- total charge = 0

=====

Entry x
Below is C3H4O3 in the gas phase, with properties calculated with ωB97M-V with the def2-TZVPD basis set.

```
10
C3H4O3 | the OMol25 dataset | ωB97M-V with the def2-TZVPD basis set
C 0.3878 -1.3764 -0.4944
C 0.6544 -0.2765 0.5811
O 1.5359 -0.1632 1.3806
C -0.3917 1.0989 0.3922
O 0.3208 2.1181 0.3895
O -1.7353 1.3280 0.0621
H 0.3799 -2.3979 -0.0567
H 1.2798 -1.4407 -1.2137
H -0.4968 -1.1069 -1.0201
H -1.9348 2.2166 -0.0207
```

- SMILES = CC(=O)C(=O)O
- frontier orbital gap (eV) = 10.28
- HOMO level (eV) = -10.1
- total charge = 0

=====

Entry y
Below is C3H4O3 in the gas phase, with properties calculated with ωB97M-V with the def2-TZVPD basis set.

```
10
C3H4O3 | the OMol25 dataset | ωB97M-V with the def2-TZVPD basis set
C 1.1145 0.3704 0.1493
C 0.0757 -0.8124 -0.1972
O 0.5529 -1.9537 -0.2321
C -1.4303 -0.5033 -0.0290
O -2.2829 -1.3158 0.1620
O -1.6185 0.8828 -0.2501
H 1.1857 0.4738 1.4007
H 2.1714 0.0077 -0.3123
H 1.0027 1.5302 -0.2933
H -0.7713 1.3203 -0.3979
```

- SMILES = CC(=O)C(=O)O
- frontier orbital gap (eV) = 9.79
- HOMO level (eV) = -10.6
- total charge = 0

=====

Least stable structure: entry y

=====

Entry w
Below is C3H4O3 in the gas phase, with properties calculated with ωB97M-V with the def2-TZVPD basis set.

```
10
C3H4O3 | the OMol25 dataset | ωB97M-V with the def2-TZVPD basis set
O 0.1414 -1.9031 0.7400
C -0.4719 -0.8708 0.0321
C 0.1190 0.4741 0.3905
O 0.5639 0.7828 1.4590
C 0.7267 1.3365 -1.0915
O -0.4133 1.5382 -0.5369
H 0.3004 -1.5914 1.6417
H -0.3652 -1.0780 -1.0326
H -1.5484 -0.7841 0.2615
H 0.9474 2.0957 -1.8637
```

- frontier orbital gap (eV) = 9.43
- HOMO level (eV) = -9.6
- total charge = 0

=====

Entry x
Below is C3H4O3 in the gas phase, with properties calculated with ωB97M-V with the def2-TZVPD basis set.

```
10
C3H4O3 | the OMol25 dataset | ωB97M-V with the def2-TZVPD basis set
O 2.6795 0.2361 -0.1249
C 1.5100 -0.0181 -0.0162
O 0.5536 0.8200 -0.6279
C -0.7035 0.7371 0.0523
C -0.7288 -0.7531 -0.0375
O 0.8583 -1.0179 0.5587
H -0.6568 1.1020 1.0861
H -1.4505 1.3388 -0.5008
H -1.1085 -1.4150 0.7012
H -0.9505 -1.0307 -1.0932
```

- SMILES = O=C1OCCO1
- frontier orbital gap (eV) = 11.33
- HOMO level (eV) = -10.8
- total charge = 0

=====

Entry y
Below is a molecular structure, C3H4O3, with properties calculated with ωB97M-V with the def2-TZVPD basis set.

```
10
C3H4O3 | the OMol25 dataset | ωB97M-V with the def2-TZVPD basis set
O -0.1313 1.3924 -1.2877
C 0.1969 0.1550 -0.6991
C -0.9843 -0.4200 0.0087
O -1.2816 -1.5852 -0.0058
C 1.2308 -0.2651 0.8768
O 0.6809 0.0809 1.8798
H -1.0312 1.6945 -1.0562
H 0.6730 -0.4396 -1.4690
H -1.4890 0.3279 0.6705
H 2.1357 -0.9407 1.0819
```

- frontier orbital gap (eV) = 9.56
- HOMO level (eV) = -9.2
- total charge = 0

=====

Least stable structure: entry w

=====

Entry w
Below is 2 unconnected molecules or ions with the total composition C6H14, with properties calculated with ωB97M-V with the def2-TZVPD basis set.

```
20
C6H14 | the OMol25 dataset | ωB97M-V with the def2-TZVPD basis set
C -1.5596 -0.5280 1.2693
C -0.9598 -0.6537 -0.2039
C 0.1594 0.3010 -0.4820
C -0.0878 1.7024 -0.8124
C 0.0581 2.7328 0.2377
C 1.0925 2.7113 -1.2853
H -0.7249 -0.7505 1.9376
H -2.0154 0.4838 1.4664
H -2.3059 -1.3467 1.4059
H -1.8730 -0.4848 -0.9316
H -0.6857 -1.7507 -0.2934
H 2.1991 -9.0304 1.7132
H 1.0189 -0.1845 -0.8449
H -0.9893 1.8771 -1.4675
H 0.6920 2.4779 1.0686
H 2.3691 -9.6839 1.3950
H -0.6822 3.5319 0.3076
H 1.1510 2.4708 -2.3722
H 1.1789 3.8247 -1.3070
H 1.9646 2.2994 -0.8011
```

- frontier orbital gap (eV) = 4.50
- HOMO level (eV) = -5.2
- total charge = 0

=====

Entry x
Below is 2 unconnected molecules or ions with the total composition C6H14, with properties calculated with ωB97M-V with the def2-TZVPD basis set.

```
20
C6H14 | the OMol25 dataset | ωB97M-V with the def2-TZVPD basis set
C 2.6037 0.0324 -0.4110
C 1.2704 -0.6707 -0.4048
C 0.0783 -0.0682 -0.3364
C -0.0476 1.4310 -0.3153
C -1.1950 -0.8975 -0.3412
C -2.4434 -0.3442 0.3578
H 2.7664 0.6293 0.4993
H 3.4238 -0.6890 -0.4701
H 2.6965 0.7189 -1.2606
H 1.2869 -1.7611 -0.3876
H -0.8879 1.7853 0.2923
H 0.8553 1.9174 0.0663
H -0.2080 1.7763 -1.3419
H -0.9737 -1.8879 0.0768
H -1.4314 -1.0603 -1.3990
H -2.7764 0.6080 -0.0667
H -3.2684 -1.0542 0.2342
H -2.3042 -0.1990 1.4347
H 0.5144 -0.3024 1.6476
H 0.0404 0.0360 2.1255
```

- SMILES = C/C=C(\C)CC.[H][H]
- frontier orbital gap (eV) = 9.75
- HOMO level (eV) = -8.6
- total charge = 0

=====

Least stable structure: entry w

=====

Entry w
Below is 2 unconnected molecules or ions with the total composition C6H14, with properties calculated with ωB97M-V with the def2-TZVPD basis set.

```
20
C6H14 | the OMol25 dataset | ωB97M-V with the def2-TZVPD basis set
C 2.5199 -0.0763 -0.5023
C 1.1044 -0.5367 -0.7183
C -0.0220 0.1533 -0.5088
C -0.0594 1.5678 0.0113
C -1.3655 -0.4695 -0.8183
C -2.3179 -0.5333 0.3798
H 2.6008 0.7135 0.2501
H 3.1483 -0.9109 -0.1741
H 2.9559 0.3048 -1.4352
H 1.0051 -1.5488 -1.1141
H -0.5540 1.6176 0.9897
H 0.9365 2.0033 0.1190
H -0.6332 2.2121 -0.6679
H -1.2057 -1.4817 -1.2084
H -1.8491 0.1034 -1.6235
H -2.6145 0.4662 0.7167
H -3.2317 -1.0757 0.1147
H -1.8495 -1.0509 1.2249
H 0.7621 -0.7664 2.8496
H 0.6695 -0.6917 2.1151
```

- SMILES = C/C=C(\C)CC.[H][H]
- frontier orbital gap (eV) = 10.05
- HOMO level (eV) = -8.9
- total charge = 0

=====

Entry x
Below is C6H14 in the gas phase, with properties calculated with ωB97M-V with the def2-TZVPD basis set.

```
20
C6H14 | the OMol25 dataset | ωB97M-V with the def2-TZVPD basis set
C 2.6416 0.8360 -0.1840
C 2.1001 -0.4658 0.3973
C 0.7132 -0.8843 -0.1459
C -0.4596 0.0965 0.1755
C -1.8130 -0.3434 -0.3578
C -2.9777 0.4208 0.2003
H 2.6302 0.7458 -1.3251
H 3.6488 1.0871 0.1441
H 1.9227 1.6735 -0.0210
H 1.9973 -0.4479 1.5107
H 2.7905 -1.2850 0.1499
H 0.8190 -1.0481 -1.2462
H 0.3998 -1.8471 0.2723
H -0.2561 1.0943 -0.2947
H -0.4778 0.1836 1.2757
H -1.9630 -1.4819 -0.1499
H -1.7453 -0.2088 -1.4700
H -3.9166 0.0968 -0.3253
H -2.8722 1.5475 0.0780
H -3.1818 0.2303 1.3160
```

- SMILES = CCCCCC
- frontier orbital gap (eV) = 12.12
- HOMO level (eV) = -10.9
- total charge = 0

=====

Least stable structure: entry w

=====

Entry w
Below is 2 unconnected molecules or ions with the total composition C6H14, with properties calculated with ωB97M-V with the def2-TZVPD basis set.

```
20
C6H14 | the OMol25 dataset | ωB97M-V with the def2-TZVPD basis set
C -3.6414 2.8786 1.0084
C -2.5669 2.1594 0.7129
C -1.4980 2.0139 1.8115
H -4.3875 3.1048 0.2559
H -3.7516 3.3122 1.9939
H -2.4305 1.5521 -0.1716
H -1.1976 3.0107 2.1346
H -1.9794 1.4029 2.5692
H -0.5453 1.6285 1.4465
C 2.5016 -0.9818 -0.3625
C 2.1039 -2.4053 -0.6860
C 1.4046 -2.4754 -2.0436
H 3.5560 -0.7998 -0.6343
H 2.6031 -0.8138 0.7107
H 2.0030 -0.1902 -0.9115
H 1.4267 -2.7698 0.0946
H 2.8805 -3.1724 -0.6868
H 1.9460 -1.9079 -2.7997
H 1.1837 -3.4865 -2.3976
H 0.3891 -2.0604 -2.0443
```

- SMILES = C=CC.CCC
- frontier orbital gap (eV) = 10.55
- HOMO level (eV) = -9.6
- total charge = 0

=====

Entry x
Below is 2 unconnected molecules or ions with the total composition C6H14, with properties calculated with ωB97M-V with the def2-TZVPD basis set.

```
20
C6H14 | the OMol25 dataset | ωB97M-V with the def2-TZVPD basis set
C -1.5929 -0.2305 -1.2356
C -1.1492 0.1928 -0.0517
C -2.1052 0.4851 1.0783
C 0.3042 0.5051 0.2389
C 1.3787 -0.2693 -0.5278
C 2.7789 0.2753 -0.2439
H -2.6493 -0.4378 -1.3877
H -0.9194 -0.4446 -2.0594
H -3.0313 -0.0947 1.0053
H -1.6758 0.3109 2.0742
H -2.3576 1.5463 1.0059
H 0.3948 1.5740 0.0106
H 0.5107 0.4076 1.3162
H 1.1853 -0.2153 -1.6047
H 1.3334 -1.3311 -0.2525
H 2.8567 1.3281 -0.5396
H 3.5446 -0.2820 -0.7940
H 3.0249 0.2124 0.8232
H -0.7844 -1.8397 0.9202
H -1.0469 -1.6926 0.2241
```

- SMILES = C=C(C)CCC.[H][H]
- frontier orbital gap (eV) = 10.12
- HOMO level (eV) = -8.9
- total charge = 0

=====

Least stable structure: entry x